Here is 4 unconnected molecules or ions with the total composition CH7O5 at a distorted geometry from the Open Molecules 2025 dataset. Energies are from wB97M-V/def2-TZVPD.

CARTESIAN COORDINATES (ANGSTROEM)
O  -0.1137  -1.5381  -0.8493
C  0.1369  -1.1016  0.2884
O  0.4793  0.0939  0.5337
H  -0.0723  -1.6771  1.2441
H  0.8345  0.3080  2.1069
H  2.0154  -0.4728  2.6931
O  1.3190  0.1226  2.9796
H  -1.8422  1.7169  -0.5012
H  -1.3458  0.9624  0.7203
O  -1.7431  1.8198  0.4506
H  -0.8358  -0.1083  -3.4619
H  0.4581  -0.2651  -2.6766
O  0.0248  0.2990  -3.3385

Calculated values
* molar mass: 99.06 g mol⁻¹
* charge: -1
* HOMO energy: -5.40 eV
* total energy: -11390.2898 eV
* ΔE to the lowest compared entry with this formula, charge and spin: 13.7 kcal/mol

Results of the Mulliken charge analysis, in e, for atoms 1 through 6: O -0.64; C 0.12; O -0.81; H 0.31; H 0.48; H 0.27